[1]
# C30H59BrCrN6PSi

A structure of composition C30H59BrCrN6PSi at a distorted geometry (wB97M-V/def2-TZVPD, the Open Molecules 2025 dataset).

Element x y z (Å)
1 Cr -0.021 1.409 -0.322
2 N -2.662 3.167 -2.978
3 C -2.496 2.062 -2.251
4 N -1.592 2.300 -1.323
5 C -1.232 3.611 -1.553
6 N -1.866 4.162 -2.551
7 C -0.235 4.202 -0.657
8 C 0.029 5.555 -0.530
9 N 0.838 6.027 0.410
10 C 1.365 5.135 1.242
11 C 1.130 3.776 1.119
12 N 0.356 3.294 0.145
13 H -3.289 3.322 -3.751
14 H -3.013 1.131 -2.421
15 H -0.437 6.264 -1.205
16 H 2.010 5.517 2.023
17 H 1.573 3.052 1.788
18 C 2.790 -2.065 0.181
19 C 3.068 -1.612 -1.261
20 C 2.001 -2.279 -2.137
21 C 4.449 -2.104 -1.709
22 P 2.835 0.276 -1.318
23 N 1.652 0.644 -0.368
24 C 2.495 0.788 -3.126
25 C 1.055 0.409 -3.504
26 C 3.456 0.195 -4.164
27 C 2.578 2.319 -3.198
28 C 4.424 1.125 -0.712
29 C 4.782 0.473 0.633
30 C 4.113 2.592 -0.393
31 C 5.617 1.072 -1.673
32 H 2.667 -3.153 0.189
33 H 1.871 -1.611 0.552
34 H 3.596 -1.820 0.866
35 H 2.030 -3.356 -1.951
36 H 2.185 -2.134 -3.200
37 H 1.001 -1.923 -1.882
38 H 4.458 -3.198 -1.681
39 H 5.246 -1.760 -1.055
40 H 4.682 -1.799 -2.731
41 H 0.932 -0.650 -3.711
42 H 0.774 0.957 -4.410
43 H 0.351 0.681 -2.714
44 H 3.341 -0.883 -4.269
45 H 4.497 0.405 -3.931
46 H 3.239 0.643 -5.138
47 H 2.011 2.789 -2.391
48 H 2.156 2.656 -4.150
49 H 3.605 2.675 -3.164
50 H 3.896 0.388 1.265
51 H 5.507 1.105 1.155
52 H 5.233 -0.510 0.522
53 H 3.244 2.659 0.260
54 H 3.939 3.203 -1.273
55 H 4.971 3.021 0.134
56 H 5.845 0.068 -2.022
57 H 6.505 1.451 -1.157
58 H 5.458 1.711 -2.541
59 C -1.856 -4.090 0.956
60 C -3.155 -3.290 1.173
61 C -4.000 -4.029 2.227
62 C -3.911 -3.294 -0.168
63 Si -2.834 -1.499 1.751
64 Br -1.247 -0.831 0.049
65 C -4.298 -0.289 1.507
66 C -5.577 -0.952 2.056
67 C -4.095 1.041 2.244
68 C -4.510 0.062 0.026
69 C -1.867 -1.283 3.374
70 C -0.773 -2.354 3.513
71 C -1.176 0.086 3.468
72 C -2.846 -1.443 4.554
73 H -2.117 -5.054 0.509
74 H -1.331 -4.295 1.884
75 H -1.171 -3.581 0.275
76 H -4.214 -5.039 1.862
77 H -4.954 -3.540 2.425
78 H -3.468 -4.132 3.176
79 H -4.043 -4.331 -0.492
80 H -3.344 -2.773 -0.943
81 H -4.903 -2.848 -0.089
82 H -5.464 -1.268 3.096
83 H -5.875 -1.820 1.468
84 H -6.398 -0.229 2.016
85 H -4.048 0.918 3.325
86 H -4.949 1.692 2.028
87 H -3.193 1.557 1.907
88 H -4.559 -0.813 -0.621
89 H -3.699 0.703 -0.319
90 H -5.449 0.617 -0.077
91 H -0.095 -2.361 2.657
92 H -1.198 -3.350 3.636
93 H -0.184 -2.139 4.410
94 H -0.482 0.241 2.638
95 H -0.597 0.121 4.396
96 H -1.880 0.914 3.493
97 H -3.344 -2.416 4.541
98 H -3.619 -0.673 4.566
99 H -2.288 -1.369 5.492

Results
HOMO energy (alpha / beta) ... -9.47 / -10.36 eV
Charge ... +1
2S+1 ... 5
Kohn-Sham gap (alpha / beta) ... 6.2 / 6.9 eV

=====

[2]
# C30H60N8O5Si4Sm

A structure of composition C30H60N8O5Si4Sm at a distorted geometry (wB97M-V/def2-TZVPD, the Open Molecules 2025 dataset).

Element x y z (Å)
1 Sm 0.809 0.745 -0.692
2 N 2.760 2.362 -1.498
3 C 4.166 2.147 -1.157
4 C 4.596 0.713 -1.505
5 N 3.642 -0.311 -1.055
6 C 3.560 -1.396 -2.043
7 C 2.692 -1.037 -3.250
8 N 1.286 -0.958 -2.846
9 C 4.031 -0.887 0.237
10 C 3.891 0.082 1.412
11 N 2.530 0.627 1.454
12 H 2.681 2.641 -2.475
13 H 2.392 3.133 -0.935
14 H 4.293 2.336 -0.091
15 H 4.838 2.833 -1.694
16 H 5.597 0.536 -1.086
17 H 4.686 0.653 -2.592
18 H 3.105 -2.261 -1.562
19 H 4.563 -1.694 -2.387
20 H 2.867 -1.795 -4.030
21 H 2.987 -0.066 -3.649
22 H 0.933 -1.903 -2.691
23 H 0.740 -0.563 -3.608
24 H 5.068 -1.258 0.211
25 H 3.363 -1.729 0.431
26 H 4.623 0.884 1.325
27 H 4.130 -0.475 2.326
28 H 2.534 1.610 1.717
29 H 1.992 0.139 2.166
30 N -0.686 3.418 -4.387
31 C 0.560 3.549 -4.924
32 C 1.288 2.505 -4.433
33 N 0.526 1.750 -3.596
34 C -0.669 2.315 -3.594
35 C -1.777 1.801 -2.846
36 N -1.662 0.806 -1.980
37 C -2.902 0.629 -1.453
38 C -3.778 1.522 -2.001
39 N -3.054 2.266 -2.887
40 H -1.437 4.077 -4.505
41 H 0.824 4.343 -5.591
42 H 2.303 2.245 -4.665
43 H -3.088 -0.136 -0.727
44 H -4.822 1.687 -1.834
45 H -3.421 3.020 -3.444
46 O 1.196 3.182 0.789
47 C 0.064 3.291 0.266
48 O -0.191 2.801 -0.870
49 C -1.060 3.950 1.003
50 C -2.354 3.596 0.643
51 C -3.463 4.030 1.359
52 C -3.219 4.837 2.444
53 O -4.111 5.376 3.320
54 C -3.344 6.076 4.279
55 O -1.979 6.008 3.915
56 C -1.920 5.219 2.801
57 C -0.823 4.788 2.100
58 H -2.494 2.940 -0.202
59 H -4.467 3.740 1.099
60 H -3.485 5.613 5.270
61 H -3.668 7.124 4.321
62 H 0.179 5.072 2.377
63 C 2.567 -4.397 0.156
64 Si 1.056 -3.708 1.148
65 C 0.059 -5.311 1.454
66 C 1.821 -3.241 2.848
67 Si -0.357 -1.844 0.241
68 Si -1.954 -1.822 2.150
69 C -2.939 -3.350 2.755
70 C -3.342 -0.497 1.895
71 C -1.081 -1.241 3.778
72 Si -1.535 -3.197 -1.461
73 C -2.784 -4.535 -0.895
74 C -2.536 -2.216 -2.781
75 C -0.237 -4.133 -2.540
76 H 2.765 -5.420 0.466
77 H 3.487 -3.839 0.307
78 H 2.373 -4.435 -0.911
79 H 0.560 -5.966 2.161
80 H -0.065 -5.867 0.530
81 H -0.929 -5.103 1.843
82 H 2.584 -3.953 3.151
83 H 1.058 -3.240 3.617
84 H 2.282 -2.258 2.842
85 H -3.410 -3.886 1.938
86 H -3.723 -3.054 3.451
87 H -2.294 -4.051 3.275
88 H -4.098 -0.872 1.211
89 H -2.982 0.450 1.496
90 H -3.855 -0.276 2.829
91 H -1.142 -2.009 4.542
92 H -1.534 -0.349 4.204
93 H -0.025 -1.041 3.627
94 H -3.620 -4.102 -0.355
95 H -2.319 -5.264 -0.243
96 H -3.195 -5.073 -1.746
97 H -3.472 -1.845 -2.376
98 H -2.786 -2.848 -3.630
99 H -1.981 -1.361 -3.157
100 H 0.775 -3.996 -2.175
101 H -0.259 -3.817 -3.580
102 H -0.427 -5.201 -2.527
103 C 0.041 1.833 3.205
104 O -0.317 1.148 2.005
105 H -0.828 2.309 3.663
106 H 0.758 2.603 2.937
107 H 0.492 1.146 3.927
108 H -1.070 0.584 2.240

Results
HOMO energy (alpha / beta) ... -9.64 / -9.58 eV
Charge ... +1
2S+1 ... 6
Kohn-Sham gap (alpha / beta) ... 6.8 / 7.5 eV

=====

[3]
# C30H60O11S

A structure of composition C30H60O11S at a distorted geometry (wB97M-V/def2-TZVPD, the Open Molecules 2025 dataset).

Element x y z (Å)
1 C 0.389 0.772 3.784
2 C 0.262 2.283 4.074
3 O -1.060 2.520 4.441
4 S -2.113 1.310 3.991
5 O -2.882 1.725 2.791
6 O -2.861 0.729 5.109
7 O -0.907 0.280 3.563
8 H 0.789 0.263 4.661
9 H 1.147 0.467 3.063
10 H 0.455 3.036 3.311
11 H 0.823 2.510 4.980
12 C -1.238 0.867 0.307
13 C -0.131 0.880 1.274
14 C 0.930 0.153 0.438
15 O 0.726 0.563 -0.900
16 C -0.512 1.322 -0.942
17 H -2.146 1.312 0.714
18 H -1.418 -0.174 0.041
19 H -0.381 0.205 2.093
20 H 0.252 1.830 1.645
21 H 0.718 -0.900 0.620
22 H 1.948 0.385 0.753
23 H -1.016 1.043 -1.867
24 H -0.333 2.387 -0.798
25 C -0.518 -4.302 -0.841
26 C -0.934 -4.101 -2.267
27 C -0.098 -2.901 -2.698
28 O -0.083 -2.050 -1.612
29 C 0.098 -2.902 -0.409
30 H 0.259 -5.061 -0.919
31 H -1.325 -4.522 -0.142
32 H -1.999 -3.873 -2.305
33 H -0.811 -4.958 -2.928
34 H -0.533 -2.413 -3.571
35 H 0.929 -3.129 -2.982
36 H -0.408 -2.428 0.432
37 H 1.171 -3.009 -0.250
38 C -3.795 -2.153 -0.017
39 C -2.729 -1.147 0.316
40 C -3.265 -0.448 1.592
41 O -4.187 -1.362 2.147
42 C -4.235 -2.535 1.382
43 H -3.384 -3.004 -0.560
44 H -4.637 -1.665 -0.509
45 H -2.667 -0.342 -0.417
46 H -1.754 -1.590 0.513
47 H -3.723 0.445 1.168
48 H -2.410 -0.235 2.234
49 H -5.233 -2.966 1.460
50 H -3.515 -3.243 1.793
51 C -5.339 1.855 -0.121
52 C -4.805 1.842 -1.532
53 C -3.311 1.701 -1.361
54 O -3.101 2.593 -0.294
55 C -4.243 2.627 0.609
56 H -5.430 0.859 0.312
57 H -6.320 2.328 -0.075
58 H -5.076 2.775 -2.027
59 H -5.283 1.160 -2.234
60 H -2.683 1.943 -2.219
61 H -2.991 0.680 -1.155
62 H -4.427 3.684 0.800
63 H -3.962 2.154 1.550
64 C 3.382 2.174 0.810
65 C 2.420 2.832 -0.163
66 C 1.522 3.717 0.710
67 O 2.161 3.580 2.008
68 C 3.518 3.230 1.828
69 H 4.381 2.095 0.383
70 H 3.028 1.246 1.259
71 H 1.835 2.073 -0.683
72 H 2.953 3.383 -0.937
73 H 0.495 3.350 0.727
74 H 1.548 4.768 0.423
75 H 4.041 3.000 2.756
76 H 4.070 4.128 1.550
77 C 4.368 -1.149 -0.598
78 C 4.761 -1.958 0.637
79 C 4.553 -0.918 1.762
80 O 3.394 -0.208 1.345
81 C 3.140 -0.343 -0.083
82 H 4.120 -1.742 -1.478
83 H 5.204 -0.495 -0.845
84 H 5.817 -2.223 0.592
85 H 4.131 -2.843 0.737
86 H 5.424 -0.264 1.812
87 H 4.248 -1.335 2.722
88 H 3.126 0.627 -0.581
89 H 2.307 -1.001 -0.329
90 C 2.153 -1.008 -4.545
91 C 0.972 -0.507 -3.759
92 C 1.629 -0.243 -2.387
93 O 2.580 -1.342 -2.340
94 C 3.019 -1.823 -3.640
95 H 2.597 -0.124 -5.003
96 H 1.801 -1.689 -5.321
97 H 0.202 -1.273 -3.664
98 H 0.457 0.365 -4.163
99 H 0.920 -0.503 -1.601
100 H 2.138 0.720 -2.347
101 H 2.867 -2.896 -3.758
102 H 4.031 -1.476 -3.849

Results
HOMO energy ... -7.25 eV
Kohn-Sham gap ... 7.8 eV

=====

[4]
# C30H62IN6O5P

A cluster of 4 separate species, C30H62IN6O5P in total at a distorted geometry (wB97M-V/def2-TZVPD, the Open Molecules 2025 dataset).

Element x y z (Å)
1 N 3.841 1.517 6.730
2 C 3.097 2.163 5.813
3 N 2.034 1.410 5.249
4 C 1.561 2.151 4.064
5 O 1.119 3.465 4.337
6 C 2.095 4.235 5.022
7 N 3.312 3.509 5.449
8 P 4.755 3.799 4.431
9 O 4.118 4.096 2.866
10 I 6.131 1.788 4.146
11 H 4.317 0.683 6.389
12 H 3.953 1.860 7.682
13 H 1.264 1.269 5.908
14 H 0.655 1.589 3.667
15 H 2.332 2.097 3.249
16 H 1.600 4.609 5.966
17 H 2.342 5.160 4.437
18 H 3.982 3.216 2.467
19 C -0.869 4.528 -2.013
20 C 0.429 5.258 -1.565
21 C 1.626 4.285 -1.462
22 C 1.738 3.492 -0.162
23 C 1.521 4.388 1.054
24 C 0.203 5.169 0.952
25 N 0.138 5.977 -0.292
26 O 0.997 6.982 -0.173
27 C -0.968 4.164 1.039
28 C 0.022 6.045 2.206
29 C 0.753 6.208 -2.741
30 H -1.723 4.772 -1.381
31 H -1.182 4.825 -3.016
32 H -0.753 3.442 -2.020
33 H 2.558 4.850 -1.572
34 H 1.603 3.584 -2.302
35 H 1.031 2.657 -0.161
36 H 2.734 3.039 -0.102
37 H 1.526 3.773 1.958
38 H 2.368 5.074 1.153
39 H -1.930 4.676 0.976
40 H -0.941 3.629 1.991
41 H -0.945 3.397 0.266
42 H 0.840 6.756 2.347
43 H -0.015 5.425 3.105
44 H -0.912 6.608 2.155
45 H -0.015 6.976 -2.856
46 H 0.808 5.644 -3.674
47 H 1.719 6.704 -2.620
48 C -1.864 -3.013 0.659
49 C -0.585 -2.256 1.115
50 C 0.635 -3.200 1.211
51 C 0.765 -4.003 2.504
52 C 0.525 -3.127 3.728
53 C -0.812 -2.376 3.633
54 N -0.895 -1.554 2.395
55 O -0.062 -0.531 2.523
56 C -1.958 -3.408 3.706
57 C -1.014 -1.517 4.896
58 C -0.282 -1.289 -0.052
59 H -2.724 -2.795 1.291
60 H -2.182 -2.715 -0.343
61 H -1.721 -4.095 0.643
62 H 1.554 -2.612 1.108
63 H 0.630 -3.893 0.365
64 H 0.079 -4.853 2.495
65 H 1.770 -4.432 2.561
66 H 0.544 -3.750 4.626
67 H 1.356 -2.420 3.835
68 H -2.932 -2.918 3.648
69 H -1.919 -3.953 4.652
70 H -1.915 -4.165 2.926
71 H -0.212 -0.789 5.044
72 H -1.037 -2.145 5.788
73 H -1.961 -0.976 4.850
74 H -1.069 -0.538 -0.162
75 H -0.212 -1.842 -0.991
76 H 0.671 -0.770 0.073
77 C -3.059 -2.310 -5.246
78 C -1.628 -2.699 -4.777
79 C -0.643 -2.793 -5.965
80 C -0.646 -4.111 -6.737
81 C -0.640 -5.308 -5.792
82 C -1.781 -5.224 -4.767
83 N -1.728 -3.959 -3.987
84 O -0.684 -4.021 -3.167
85 C -3.123 -5.371 -5.518
86 C -1.742 -6.458 -3.846
87 C -1.165 -1.491 -3.934
88 H -3.825 -2.961 -4.825
89 H -3.342 -1.309 -4.914
90 H -3.158 -2.330 -6.333
91 H 0.378 -2.640 -5.598
92 H -0.833 -1.973 -6.665
93 H -1.502 -4.155 -7.415
94 H 0.242 -4.154 -7.375
95 H -0.725 -6.228 -6.376
96 H 0.329 -5.364 -5.284
97 H -3.968 -5.323 -4.827
98 H -3.170 -6.336 -6.028
99 H -3.278 -4.620 -6.291
100 H -0.796 -6.555 -3.309
101 H -1.869 -7.374 -4.426
102 H -2.549 -6.419 -3.110
103 H -1.771 -1.381 -3.031
104 H -1.251 -0.569 -4.511
105 H -0.117 -1.571 -3.635

Results
HOMO energy (alpha / beta) ... -10.21 / -10.96 eV
Charge ... +1
2S+1 ... 4
Kohn-Sham gap (alpha / beta) ... 5.5 / 6.2 eV